1.
DFT (ωB97M-V/def2-TZVPD) results for a 11-piece molecular cluster, C18H58O11 overall.

```
87
Properties=species:S:1:pos:R:3:forces:R:3
H 3.256 -1.338 -32.454 0.25 0.03 0.09
H 6.208 4.396 -28.799 0.23 0.67 -0.56
H 12.256 1.396 -35.254 -0.34 -0.09 -0.01
H 5.742 0.996 -31.370 1.78 0.06 0.41
H 7.277 0.965 -38.046 -0.11 -0.22 0.03
C 4.077 3.343 -34.650 -2.26 1.20 0.49
O 7.559 1.093 -31.174 -1.76 -0.79 -1.20
H 4.382 3.106 -38.740 0.01 0.27 -0.62
H 3.537 3.271 -32.736 0.22 0.15 0.34
H 12.140 3.066 -33.983 0.05 0.74 0.36
H 6.633 2.875 -37.431 -0.51 0.49 0.17
H 8.843 4.876 -38.728 -0.03 -0.15 -0.08
H 10.576 4.703 -29.358 0.35 -0.33 0.09
C 4.536 0.403 -32.832 0.83 1.28 0.43
H 9.483 2.934 -33.749 0.50 0.31 -1.14
H 5.422 0.684 -33.401 0.27 -0.66 -0.49
H 10.227 2.749 -31.697 1.32 0.50 -0.78
H 10.974 1.177 -33.928 -0.29 -0.89 -0.92
O 7.350 1.573 -38.786 0.62 0.17 -0.22
C 8.345 6.235 -37.159 0.19 -0.51 -1.88
H 4.556 4.081 -29.236 0.01 -0.78 0.13
C 10.603 2.949 -30.694 1.80 1.90 -2.06
O 3.125 3.309 -33.602 -0.13 -0.47 0.54
H 11.498 6.516 -34.082 0.14 0.22 -0.59
C 5.106 2.323 -38.964 0.06 -0.04 1.20
H 8.262 7.069 -37.856 -0.30 0.26 0.09
H 3.712 0.931 -33.313 -0.36 -0.28 0.52
C 5.643 4.653 -31.028 2.15 0.48 2.41
O 4.799 0.956 -31.548 -2.54 0.05 -0.68
H 6.403 6.397 -31.393 -0.11 0.13 -0.01
O 9.515 2.592 -30.021 -4.40 -2.57 3.39
H 3.426 5.210 -35.619 0.32 -0.04 0.15
H 6.861 3.544 -39.072 0.26 -0.03 0.12
H 2.258 3.975 -35.857 0.14 -0.67 0.47
H 4.501 -1.391 -33.767 -0.20 -0.57 0.10
H 9.727 2.071 -29.243 0.00 0.22 0.33
H 10.096 5.075 -30.971 -0.55 -0.39 -0.11
H 4.996 3.784 -34.264 0.29 -0.25 -0.52
C 4.287 -1.122 -32.732 0.42 0.50 -0.38
C 8.583 2.602 -34.266 -0.17 -0.13 1.20
H 4.755 1.487 -38.359 0.05 -0.33 -0.08
O 12.424 2.364 -33.393 0.42 -0.29 -0.88
H 10.237 5.685 -38.086 0.13 -0.17 0.48
H 7.499 -0.473 -32.602 -0.38 0.48 -0.02
H 7.344 5.823 -37.024 -0.01 -0.10 0.17
H 11.443 2.292 -30.469 0.31 0.36 -0.17
H 12.816 5.449 -34.722 -0.01 0.15 0.18
H 6.662 4.411 -31.332 -0.29 -0.53 -0.89
H 5.157 1.995 -40.003 -0.25 0.34 0.04
H 8.376 2.954 -35.276 0.64 -0.07 0.05
H 4.164 2.328 -35.038 0.59 -0.59 0.01
H 9.080 0.003 -32.037 0.11 -0.13 0.00
H 11.728 4.877 -30.732 0.39 -0.33 0.40
C 6.513 2.686 -38.497 -0.20 -0.73 -0.57
C 9.288 5.232 -37.799 -1.01 -0.28 -0.43
H 12.568 0.352 -33.846 -0.09 0.01 -0.04
O 6.593 0.141 -36.014 -0.53 3.56 1.64
H 7.698 -2.731 -36.661 0.45 -0.22 -0.14
H 7.579 2.430 -32.702 -0.43 0.20 0.65
O 5.627 6.062 -30.938 -0.60 0.30 -0.15
H 10.200 5.248 -35.144 -0.36 0.15 -0.25
C 3.330 4.131 -35.739 1.13 0.25 -0.92
C 6.811 -1.131 -35.558 -0.04 -2.56 -2.37
C 8.045 -0.132 -31.722 0.88 -0.18 0.29
H 8.001 -0.945 -30.998 0.03 0.06 0.16
C 11.872 5.497 -34.179 -0.76 0.13 -0.03
C 7.492 -1.669 -36.800 0.35 -2.35 0.45
C 5.582 3.995 -29.596 -0.53 0.46 -1.33
H 8.596 1.518 -34.151 0.16 -0.46 -0.83
O 10.897 4.657 -34.849 0.89 0.28 0.78
H 3.818 3.818 -36.662 -0.16 0.41 -0.32
H 6.902 -1.625 -37.715 -0.06 0.51 0.20
H 7.280 0.673 -35.606 -0.01 0.72 -0.15
H 5.026 -1.559 -32.060 -0.22 -0.19 -0.09
H 5.837 -1.589 -35.387 0.07 -0.25 0.18
H 7.497 -1.364 -34.743 -0.16 0.86 0.54
H 8.433 -1.123 -36.868 0.02 -0.14 -0.41
H 6.013 3.012 -29.788 -0.79 -0.58 0.42
O 7.525 3.048 -33.434 -0.95 0.05 0.06
H 9.352 4.378 -37.124 0.61 -0.06 -0.15
H 8.243 1.581 -30.711 0.90 0.56 0.55
H 9.282 7.496 -36.126 0.16 0.08 0.44
O 8.877 6.645 -35.947 0.35 0.79 1.37
C 12.028 1.230 -34.201 0.16 0.46 1.45
H 11.989 5.244 -33.126 0.20 -0.72 -0.09
H 4.866 4.286 -31.699 -0.02 -0.15 0.00
C 10.781 4.451 -30.398 0.70 0.48 -1.03
```
Positions in Å, forces in eV/Å.

Charge   +1
Electronic energy   -42113.97476 eV
Max |F|   6.120 eV/Å
⟨S²⟩   0.7561
Relative energy (zero: lowest compared OMol25 entry of this formula, charge and spin)   330.06 kJ/mol
HOMO energy (alpha / beta)   -12.23 / -12.23 eV
Spin multiplicity   2

2.
DFT (ωB97M-V/def2-TZVPD) results for a 10-piece molecular cluster, C3H26NO9S overall.

```
40
Properties=species:S:1:pos:R:3:forces:R:3
H -1.609 4.297 -1.680 -0.44 0.61 0.29
H 0.939 2.409 -2.975 0.04 -0.05 -0.26
O 0.284 3.062 -3.254 -0.03 0.12 0.45
H 1.727 -0.933 -1.721 -0.28 0.05 0.74
H -2.071 -1.871 -2.546 -0.20 -0.77 -0.62
O -2.241 4.017 -0.997 0.83 -0.69 -0.56
H -1.517 1.419 -2.314 0.44 -1.24 0.17
H 1.674 0.697 -0.108 0.13 0.41 -0.13
H -1.940 3.072 -0.963 -0.60 0.47 0.41
H 2.194 -1.903 3.477 0.00 -0.41 0.70
H 1.773 -2.450 0.673 0.68 0.30 0.09
S 0.023 -0.861 -2.879 0.12 -0.25 -0.10
O 2.297 -0.839 -0.874 0.05 -0.48 -0.77
H -1.865 1.331 2.455 0.25 0.03 -0.15
O 1.817 -2.843 1.560 -0.14 -0.05 -0.45
C -1.059 -2.249 -2.396 0.56 -0.44 1.90
O 1.824 1.670 -0.081 0.13 -0.39 -0.15
H -0.703 -0.671 -0.165 -0.16 -0.09 -0.05
O -1.184 1.596 -1.429 -0.70 1.74 0.83
N -0.958 -1.928 1.489 0.55 0.77 -0.86
H -0.446 1.852 2.922 -0.40 -0.08 -0.08
H -0.628 -1.071 1.916 -0.28 -0.45 0.83
H 3.195 -0.943 -1.209 0.08 -0.04 0.25
C -1.311 -1.534 0.094 -0.10 -2.25 0.59
H -0.311 2.995 -2.488 0.31 -0.01 -0.33
C -0.972 -2.678 -0.852 1.49 1.76 -1.66
H 1.168 2.957 0.959 0.09 0.08 1.12
H 2.710 1.701 -0.453 -0.02 0.21 -0.03
H -1.583 -3.576 -0.690 0.43 0.15 0.23
H -0.865 0.839 -0.937 0.03 -0.50 -1.07
H -1.662 -2.416 2.024 -0.19 0.43 -0.08
H -2.366 -1.407 -0.028 -0.82 1.00 0.07
O 2.196 -1.786 4.459 -0.03 0.35 -1.19
O 0.693 3.245 1.786 -0.19 -0.54 -1.26
H -0.194 2.993 1.485 -0.12 0.62 0.31
H 0.127 -2.765 -0.729 -0.57 -1.02 0.15
O -1.359 1.658 3.203 0.19 -0.04 0.31
H -0.722 -3.189 -2.877 -0.88 0.65 -0.46
H 0.876 -3.061 1.630 -0.24 0.08 0.49
H 2.049 -0.834 4.514 -0.01 -0.04 0.31
```
Positions in Å, forces in eV/Å.

Charge   -1
Electronic energy   -34287.70735 eV
Max |F|   2.844 eV/Å
Relative energy (zero: lowest compared OMol25 entry of this formula, charge and spin)   156.94 kJ/mol
HOMO energy   -4.36 eV